1.
Computed, not measured: the molecule C4H5NO2, with ωB97M-V/def2-TZVPD.

Atoms and positions in Å:
C 1.50563 0.13842 0.34040
C 0.11837 0.34053 -0.28260
C -0.90207 0.65558 0.80205
O -1.96058 0.08949 0.90228
N -0.27364 -0.79464 -1.06429
C -1.33968 -1.35549 -1.22345
O -2.27058 -2.00251 -1.51648
H 2.15553 -0.35774 -0.38377
H 1.95340 1.09898 0.61408
H 1.45319 -0.48992 1.23510
H 0.16064 1.22531 -0.93573
H -0.60021 1.45197 1.51241

* frontier orbital gap: 10.92 eV
* SMILES string: C[C@H](C=O)N=C=O
* energy relative to the best compared isomer or geometry (same formula, charge and spin): 0.5819 eV
* strongest force on any atom: 0.809 eV/Å



2.
Computed, not measured: a cluster of 20 separate species, H38IO19 in total, with ωB97M-V/def2-TZVPD.

Atoms and positions in Å:
I -5.70713 -6.73357 15.54612
O -5.72975 -6.83221 11.97526
H -6.02100 -6.90563 12.90510
H -4.77216 -7.10264 11.97134
O -5.70085 -9.78961 11.25469
H -5.85724 -8.81552 11.41798
H -6.51922 -10.24405 11.46381
O -9.65830 -6.22245 13.81582
H -9.83056 -7.05654 14.30623
H -8.71532 -6.32513 13.56427
O -6.61558 -7.33911 19.28368
H -5.90052 -6.68855 19.41423
H -6.99234 -7.03293 18.43831
O -8.59725 -10.40472 11.97523
H -8.96377 -10.33981 12.88714
H -9.06235 -9.70775 11.49586
O -5.05308 -9.68821 17.55253
H -5.89381 -9.94336 18.02116
H -5.05972 -8.72519 17.62276
O -9.34615 -3.90646 16.31569
H -9.88025 -4.27229 15.58566
H -8.46534 -3.67097 15.98467
O -8.78423 -8.74751 15.33400
H -7.82450 -8.62777 15.19872
H -8.94359 -8.13680 16.07988
O -6.21389 -3.87035 12.90491
H -5.98808 -4.73619 12.56224
H -6.65759 -3.45181 12.17165
O -9.07423 -6.61981 17.51603
H -9.17276 -5.76573 17.10080
H -9.58277 -6.52262 18.31441
O -6.74158 -12.43318 14.48530
H -5.90201 -12.62873 14.95209
H -6.63315 -11.71081 13.89292
O -4.13321 -8.49543 20.56095
H -4.99290 -8.43407 20.07813
H -3.55537 -9.00497 19.98914
O -2.09424 -7.17371 15.23727
H -3.06480 -7.31871 15.30863
H -1.75608 -7.81812 15.86204
O -4.79341 -10.25944 13.85177
H -5.13023 -10.04435 12.98353
H -5.02545 -9.48702 14.37994
O -4.74196 -5.26583 20.07068
H -4.29999 -6.06422 20.37659
H -4.30736 -4.99045 19.22431
O -3.52186 -4.38537 17.56597
H -3.85649 -4.75049 16.74036
H -3.28755 -3.46480 17.40701
O -4.22282 -12.54694 15.87754
H -4.12766 -12.06915 16.69708
H -4.14274 -11.88399 15.16691
O -3.02921 -8.44620 12.39876
H -3.52731 -9.25116 12.61474
H -2.90153 -7.97497 13.22848
O -8.72431 -11.94721 16.68397
H -7.96422 -12.04070 16.11437
H -9.25945 -11.21264 16.37966

* charge: -1
* frontier orbital gap: 8.51 eV
* energy relative to the best compared isomer or geometry (same formula, charge and spin): 0.2047 eV
* strongest force on any atom: 1.876 eV/Å



3.
Computed, not measured: the molecule C14H19Cl3N2O2, with ωB97M-V/def2-TZVPD.

Atoms and positions in Å:
C 0.90361 -3.33872 -2.53621
C 1.97492 -3.57733 -1.47930
C 1.79497 -2.65140 -0.27943
C 2.89655 -2.83383 0.76242
C 2.75073 -1.88251 1.95990
C 2.21975 -2.55986 3.22500
C 0.77266 -3.04663 3.13703
C -0.25593 -1.92558 3.19656
O -0.25472 -1.18969 1.97176
C -0.98772 -0.09202 1.94808
O -1.67603 0.29343 2.86008
C -0.84807 0.62928 0.63939
N 0.31390 0.47693 0.00945
C 0.51445 1.10542 -1.12546
Cl 2.03982 0.87364 -1.86911
C -0.43213 1.92967 -1.72223
Cl -0.11510 2.73150 -3.21744
C -1.67339 2.11309 -1.09137
N -2.63292 2.88823 -1.61864
C -1.85962 1.43214 0.13356
Cl -3.36986 1.61890 0.94044
H -0.08728 -3.50990 -2.12037
H 1.04111 -4.00631 -3.38415
H 0.94888 -2.31267 -2.89510
H 2.96054 -3.41023 -1.92062
H 1.93506 -4.61852 -1.14835
H 1.80378 -1.61614 -0.61953
H 0.81768 -2.82743 0.17069
H 3.85666 -2.65362 0.27305
H 2.90606 -3.86997 1.11005
H 3.72839 -1.46110 2.20475
H 2.09697 -1.05720 1.68068
H 2.30256 -1.86185 4.06225
H 2.85676 -3.41823 3.45376
H 0.62639 -3.61553 2.22021
H 0.57073 -3.70889 3.98190
H -0.04268 -1.23627 4.02172
H -1.26268 -2.33276 3.35172
H -2.45793 3.37802 -2.47815
H -3.49565 3.00149 -1.11512

* frontier orbital gap: 9.39 eV
* SMILES string: CCCCCCCCOC(=O)c1nc(Cl)c(Cl)c(N)c1Cl
* energy relative to the best compared isomer or geometry (same formula, charge and spin): 0.1518 eV
* strongest force on any atom: 0.714 eV/Å



frontier orbital gap of number 1 (C4H5NO2)?
10.92 eV



Among the records above, which one has the lowest frontier orbital gap?
H38IO19



What did the second record say?
Computed, not measured: a cluster of 20 separate species, H38IO19 in total, with ωB97M-V/def2-TZVPD.

Atoms and positions in Å:
I -5.70713 -6.73357 15.54612
O -5.72975 -6.83221 11.97526
H -6.02100 -6.90563 12.90510
H -4.77216 -7.10264 11.97134
O -5.70085 -9.78961 11.25469
H -5.85724 -8.81552 11.41798
H -6.51922 -10.24405 11.46381
O -9.65830 -6.22245 13.81582
H -9.83056 -7.05654 14.30623
H -8.71532 -6.32513 13.56427
O -6.61558 -7.33911 19.28368
H -5.90052 -6.68855 19.41423
H -6.99234 -7.03293 18.43831
O -8.59725 -10.40472 11.97523
H -8.96377 -10.33981 12.88714
H -9.06235 -9.70775 11.49586
O -5.05308 -9.68821 17.55253
H -5.89381 -9.94336 18.02116
H -5.05972 -8.72519 17.62276
O -9.34615 -3.90646 16.31569
H -9.88025 -4.27229 15.58566
H -8.46534 -3.67097 15.98467
O -8.78423 -8.74751 15.33400
H -7.82450 -8.62777 15.19872
H -8.94359 -8.13680 16.07988
O -6.21389 -3.87035 12.90491
H -5.98808 -4.73619 12.56224
H -6.65759 -3.45181 12.17165
O -9.07423 -6.61981 17.51603
H -9.17276 -5.76573 17.10080
H -9.58277 -6.52262 18.31441
O -6.74158 -12.43318 14.48530
H -5.90201 -12.62873 14.95209
H -6.63315 -11.71081 13.89292
O -4.13321 -8.49543 20.56095
H -4.99290 -8.43407 20.07813
H -3.55537 -9.00497 19.98914
O -2.09424 -7.17371 15.23727
H -3.06480 -7.31871 15.30863
H -1.75608 -7.81812 15.86204
O -4.79341 -10.25944 13.85177
H -5.13023 -10.04435 12.98353
H -5.02545 -9.48702 14.37994
O -4.74196 -5.26583 20.07068
H -4.29999 -6.06422 20.37659
H -4.30736 -4.99045 19.22431
O -3.52186 -4.38537 17.56597
H -3.85649 -4.75049 16.74036
H -3.28755 -3.46480 17.40701
O -4.22282 -12.54694 15.87754
H -4.12766 -12.06915 16.69708
H -4.14274 -11.88399 15.16691
O -3.02921 -8.44620 12.39876
H -3.52731 -9.25116 12.61474
H -2.90153 -7.97497 13.22848
O -8.72431 -11.94721 16.68397
H -7.96422 -12.04070 16.11437
H -9.25945 -11.21264 16.37966

* charge: -1
* frontier orbital gap: 8.51 eV
* energy relative to the best compared isomer or geometry (same formula, charge and spin): 0.2047 eV
* strongest force on any atom: 1.876 eV/Å